No. 1
A 2-piece molecular cluster, C7H10N4O overall. Source: the Open Molecules 2025 dataset; level of theory: ωB97M-V/def2-TZVPD.

Positions of all 22 atoms, in Å:
1 C 1.46991 -1.33468 1.56622
2 C 0.33514 -1.37272 2.50057
3 C -0.57707 -1.40218 3.28576
4 C -0.95559 0.86972 -1.84416
5 C -0.72840 2.05123 -0.91702
6 C -0.36930 1.66649 0.45549
7 C -0.08756 1.33099 1.58172
8 H 1.82715 -0.45391 -1.33740
9 H 1.85581 -2.11275 -1.36415
10 H 0.05854 -1.33707 0.07498
11 H -1.37693 -1.42764 3.99010
12 H -1.50028 -0.34087 -0.27741
13 H -1.66378 -1.01722 -1.86287
14 H -0.20655 1.74833 -3.32977
15 H -1.66551 2.64719 -0.88800
16 H 0.06822 2.69144 -1.34576
17 H 0.19345 1.05843 2.65552
18 N 1.95349 -1.28795 -0.77837
19 N 1.04472 -1.32375 0.26549
20 N -1.63596 -0.18388 -1.27489
21 N -0.66404 0.84795 -3.09085
22 O 2.62455 -1.31714 1.93482

As for the LUMO energy: 0.02180 Ha. The max |F| comes out at 2.63 eV/Å. As for the spin multiplicity: 1. The gap between HOMO and LUMO is 10.4 eV. For the energy relative to the best compared isomer or geometry (same formula, charge and spin), the calculation gives 120.8 kcal/mol. For the total energy, the calculation gives -15424.3553 eV. The SMILES is [H]/N=C(/N)CC#C.C#CC(=O)NN.


No. 2
An isolated ion of composition C7H10NO and charge +1. Source: the Open Molecules 2025 dataset; level of theory: ωB97M-V/def2-TZVPD.

Positions of all 19 atoms, in Å:
1 C -2.36047 0.91035 0.02479
2 C -1.01190 1.05122 0.07780
3 C 1.01331 -0.47320 -0.01504
4 C -2.71656 -0.54424 -0.02671
5 C -1.38432 -1.27450 0.02535
6 C 1.97922 0.59505 -0.09338
7 C 3.38649 0.39755 0.11660
8 N -0.38838 -0.18231 0.09729
9 O 1.30152 -1.65415 0.05773
10 H -3.14496 1.65035 -0.02295
11 H -0.46231 1.91500 0.01351
12 H -3.15908 -0.69617 0.94892
13 H -3.30619 -0.74203 -0.96880
14 H -1.28082 -2.14085 0.86568
15 H -1.19370 -1.68094 -0.97909
16 H 1.45611 1.53532 -0.43455
17 H 3.65272 -0.63717 0.32207
18 H 3.89748 1.19177 0.78531
19 H 3.72186 0.77895 -0.79453

Its total charge is +1. As for the LUMO energy (spin up / spin down): -0.20055 / -0.25867 Ha. The max |F| comes out at 3.48 eV/Å. As for the spin multiplicity: 1. The gap between HOMO and LUMO (spin up / spin down) is 8.5 / 5.9 eV. For the energy relative to the best compared isomer or geometry (same formula, charge and spin), the calculation gives 68.9 kcal/mol. For the total energy, the calculation gives -10948.4866 eV.


No. 3
One molecule with the formula C7H10NOP. Source: the Open Molecules 2025 dataset; level of theory: ωB97M-V/def2-TZVPD.

Positions of all 20 atoms, in Å:
1 C 0.31090 -1.62055 0.53062
2 C 0.97266 -0.85703 1.38092
3 C 0.02872 0.27691 -0.96728
4 C -0.11762 -0.98780 -0.71940
5 C 1.39545 0.52567 1.10335
6 C 0.56795 1.18973 0.09823
7 C -0.73608 -1.92820 -1.78824
8 N -0.58447 1.83628 0.66787
9 O -0.81139 1.67391 1.90223
10 P -1.61153 2.70337 -0.28138
11 H 0.00237 -2.63255 0.56216
12 H 1.44971 -1.50306 2.22824
13 H -0.39214 0.84513 -1.78263
14 H 1.33861 1.19266 2.02183
15 H 2.40146 0.36279 0.81065
16 H 1.03211 2.08970 -0.32439
17 H -1.84114 -1.89745 -1.78968
18 H -0.52967 -2.96401 -1.69742
19 H -0.39537 -1.43925 -2.76529
20 H -2.48052 3.13376 0.80960

As for the LUMO energy (spin up / spin down): -0.00684 / -0.01479 Ha. The max |F| comes out at 4.42 eV/Å. As for the spin multiplicity: 1. The gap between HOMO and LUMO (spin up / spin down) is 8.0 / 7.8 eV. For the energy relative to the best compared isomer or geometry (same formula, charge and spin), the calculation gives 142.6 kcal/mol. For the total energy, the calculation gives -20242.9351 eV. The SMILES is [H]/P=[N+](\[O-])[C@@H]1C=C(C)C=CC1.


No. 4
C7H10O as an isolated structure. Source: the Open Molecules 2025 dataset; level of theory: ωB97M-V/def2-TZVPD.

Positions of all 18 atoms, in Å:
1 C 0.56624 0.97720 0.47615
2 C -1.55744 -0.57355 -0.75729
3 C -0.47984 -0.49463 -1.85892
4 C 0.82713 1.50430 1.85125
5 C -0.65422 -0.93449 0.40598
6 C 1.16069 -0.18279 0.01413
7 C 0.67097 -1.01593 -1.02836
8 O -0.79421 -1.44656 1.46973
9 H -0.09035 1.55069 -0.16419
10 H -2.21630 -1.42986 -0.91573
11 H -2.18307 0.30305 -0.57581
12 H 1.90687 -0.64070 0.65936
13 H -0.70558 -1.13579 -2.70872
14 H -0.32900 0.52092 -2.23812
15 H 1.20666 -1.91872 -1.28767
16 H 0.08993 1.10206 2.55996
17 H 1.81523 1.22139 2.22261
18 H 0.76628 2.59339 1.87565

As for the LUMO energy: 0.03414 Ha. The max |F| comes out at 1.28 eV/Å. As for the spin multiplicity: 1. The gap between HOMO and LUMO is 8.3 eV. For the energy relative to the best compared isomer or geometry (same formula, charge and spin), the calculation gives 71.4 kcal/mol. For the total energy, the calculation gives -9465.4639 eV.